Entry from OMol25: a 5-piece molecular cluster, C29H65BrClN2O17P4S overall in a non-equilibrium geometry (ωB97M-V/def2-TZVPD).

Summary:
E_HOMO (eV): -11.2
Molecular weight (g mol⁻¹): 985.16
Total charge: +1
Multiplicity: 1

The geometry in XYZ format:
```
120
Properties=species:S:1:pos:R:3:mulliken_charge:R:1
C -2.139 1.383 -4.854 -0.80
C -2.824 0.042 -5.233 -0.64
C -2.938 -0.814 -3.976 -0.16
C -3.646 -2.159 -4.215 -0.93
C -3.932 -2.981 -2.926 -0.66
C -3.125 -2.521 -1.692 -0.05
C -3.325 -3.508 -0.533 -0.26
C -2.092 -3.439 0.411 0.06
C -2.451 -3.366 1.899 -1.14
C -3.276 -2.138 2.323 -0.52
C -2.498 -0.843 2.564 -1.25
C -2.023 -0.135 1.259 -0.40
C -0.578 -0.331 0.980 0.06
C 0.260 -1.295 1.457 -0.07
N 1.490 -1.094 0.881 0.07
Cl 2.763 -2.144 1.215 0.11
C 1.488 -0.030 0.062 0.19
C 2.583 0.530 -0.779 -0.35
C 3.980 0.335 -0.201 -0.01
O 4.403 0.886 0.736 -0.42
Br 5.104 -0.907 -1.191 -0.09
N 0.229 0.412 0.134 0.06
S -0.479 1.748 -0.720 -0.05
H -1.476 1.158 -4.010 -0.04
H -1.508 1.769 -5.652 0.39
H -2.868 2.122 -4.527 0.27
H -2.190 -0.411 -5.997 0.33
H -3.800 0.232 -5.682 0.41
H -1.923 -1.051 -3.649 0.24
H -3.484 -0.239 -3.223 0.27
H -2.993 -2.735 -4.877 0.11
H -4.576 -2.023 -4.769 0.39
H -4.985 -2.852 -2.669 0.46
H -3.664 -4.018 -3.112 0.24
H -2.074 -2.452 -1.988 -0.07
H -3.470 -1.515 -1.441 0.15
H -4.241 -3.272 0.004 0.00
H -3.359 -4.517 -0.943 0.47
H -1.464 -2.620 0.058 -0.25
H -1.503 -4.353 0.277 0.34
H -1.579 -3.495 2.551 0.40
H -3.082 -4.235 2.106 0.45
H -4.108 -2.007 1.631 0.30
H -3.727 -2.404 3.283 0.42
H -3.183 -0.144 3.045 0.39
H -1.665 -0.964 3.259 0.48
H -2.232 0.933 1.354 0.75
H -2.651 -0.519 0.452 0.01
H 0.089 -2.114 2.130 0.51
H 2.414 1.608 -0.837 0.29
H 2.522 0.082 -1.771 0.41
H 0.216 1.745 -1.875 0.13
C 7.922 4.251 1.928 -0.68
O 7.664 5.250 0.920 -0.33
P 6.091 5.476 0.421 1.10
O 6.376 6.183 -0.850 -0.72
O 5.714 6.455 1.652 -0.29
C 6.472 7.655 1.830 -0.61
O 4.450 5.229 0.094 -0.33
C 3.603 4.625 1.064 -0.54
H 8.980 4.289 2.174 0.25
H 7.341 4.454 2.832 0.33
H 7.684 3.255 1.551 0.28
H 6.943 7.978 0.902 0.42
H 7.233 7.502 2.595 0.25
H 5.795 8.433 2.176 0.15
H 3.429 5.327 1.881 0.30
H 4.066 3.716 1.453 0.23
H 2.647 4.371 0.606 0.18
C -0.635 -8.564 -3.816 -0.67
O -1.427 -7.966 -4.863 -0.35
P -1.560 -6.319 -4.890 1.06
O -2.740 -6.115 -5.745 -0.74
O -0.155 -6.101 -5.676 -0.38
C -0.023 -6.629 -6.996 -0.71
O -1.421 -4.875 -4.126 -0.01
C -0.294 -4.692 -3.244 -0.52
H -0.605 -9.636 -3.991 0.25
H 0.386 -8.172 -3.831 0.32
H -1.087 -8.379 -2.840 0.28
H -0.992 -6.761 -7.475 0.35
H 0.502 -7.585 -6.965 0.24
H 0.572 -5.927 -7.576 0.24
H 0.617 -4.552 -3.826 0.32
H -0.173 -5.541 -2.570 0.32
H -0.476 -3.797 -2.652 0.01
C 6.275 10.634 8.128 -0.68
O 7.010 9.548 7.526 -0.32
P 7.119 9.509 5.878 1.05
O 7.506 8.109 5.626 -0.71
O 8.376 10.537 5.820 -0.36
C 9.607 10.147 6.425 -0.69
O 6.571 9.999 4.422 -0.10
C 6.168 11.380 4.267 -0.68
H 6.361 10.539 9.207 0.24
H 6.690 11.598 7.822 0.33
H 5.221 10.583 7.853 0.29
H 9.692 9.064 6.503 0.34
H 9.693 10.593 7.418 0.24
H 10.416 10.528 5.806 0.24
H 7.046 12.023 4.230 0.28
H 5.514 11.696 5.079 0.31
H 5.629 11.465 3.327 0.24
C -9.466 -6.387 1.889 -0.71
O -8.578 -5.288 1.597 -0.33
P -7.267 -5.577 0.602 1.00
O -6.475 -4.361 0.923 -0.63
O -8.236 -5.352 -0.697 -0.32
C -8.932 -4.117 -0.835 -0.68
O -6.190 -6.360 -0.366 -0.19
C -6.586 -7.591 -1.013 -0.72
H -10.287 -6.003 2.488 0.25
H -9.869 -6.814 0.966 0.33
H -8.947 -7.159 2.457 0.31
H -8.440 -3.314 -0.286 0.32
H -9.959 -4.223 -0.485 0.24
H -8.953 -3.868 -1.895 0.26
H -7.265 -7.379 -1.836 0.30
H -7.060 -8.275 -0.310 0.31
H -5.689 -8.061 -1.408 0.24
```


Entry from OMol25: one molecule with the formula C3H5ClINO in a non-equilibrium geometry (ωB97M-V/def2-TZVPD).

Summary:
E_HOMO (spin up / spin down) (eV): -6.2 / -9.8
<S²>: 2.01
Molecular weight (g mol⁻¹): 233.44
Multiplicity: 3

The geometry in XYZ format:
```
12
Properties=species:S:1:pos:R:3:nbo_charge:R:1
C -0.104 -0.241 1.346 0.08
C 0.029 0.109 -1.182 -0.14
C -0.780 0.290 0.097 -0.34
N 0.628 -1.248 1.304 -0.65
O 1.260 0.846 -0.954 -0.71
Cl -0.884 2.069 0.326 -0.03
I -2.776 -0.601 -0.195 0.43
H -0.227 0.448 2.135 0.16
H 0.398 -0.897 -1.603 0.21
H -0.636 0.496 -2.067 0.17
H 1.221 -1.479 2.090 0.36
H 1.871 0.207 -1.298 0.47
```


Entry from OMol25: C4H7NiO2 as an isolated structure in a non-equilibrium geometry (ωB97M-V/def2-TZVPD).

Summary:
E_HOMO (spin up / spin down) (eV): -13.3 / -13.9
<S²>: 2.01
Molecular weight (g mol⁻¹): 145.79
Total charge: +1
Multiplicity: 3

The geometry in XYZ format:
```
14
Properties=species:S:1:pos:R:3:nbo_charge:R:1
H 1.124 2.533 -0.533 -0.04
O -0.412 2.382 -0.052 -0.51
C -1.035 1.368 0.224 0.47
C -0.778 0.030 -0.384 -0.50
C -0.233 -0.983 0.633 -0.53
C 1.010 -1.655 0.146 0.51
O 1.995 -1.027 -0.208 -0.62
Ni 2.093 1.090 -0.985 0.88
H -1.782 1.418 1.041 0.17
H -0.110 0.171 -1.245 0.20
H -1.761 -0.316 -0.753 0.28
H -0.965 -1.801 0.766 0.25
H -0.022 -0.533 1.611 0.27
H 0.876 -2.677 -0.261 0.17
```


Entry from OMol25: C9H25INO4 as an isolated structure in a non-equilibrium geometry (ωB97M-V/def2-TZVPD).

Summary:
E_HOMO (eV): -4.4
Molecular weight (g mol⁻¹): 338.21
Total charge: -1
Multiplicity: 1

The geometry in XYZ format:
```
40
Properties=species:S:1:pos:R:3:nbo_charge:R:1
I 12.319 15.494 19.513 -0.44
O 10.575 17.596 18.069 -0.99
H 11.250 17.066 18.493 0.46
H 10.281 17.063 17.330 0.47
O 11.110 13.189 20.999 -0.98
H 10.881 13.750 21.741 0.46
H 11.682 13.732 20.456 0.45
O 12.117 16.824 21.876 -0.99
H 12.995 17.191 21.977 0.45
H 12.172 16.282 21.089 0.38
C 15.859 14.666 15.413 -0.68
C 15.408 15.887 16.403 0.18
C 15.795 17.273 15.670 -0.41
C 14.867 17.635 14.446 -0.40
C 13.400 17.715 14.972 -0.42
C 12.970 16.443 15.796 0.12
N 13.953 15.951 16.782 -0.22
O 13.618 14.780 17.325 -0.64
C 11.672 16.768 16.650 -0.69
C 12.535 15.314 14.885 -0.64
C 16.252 15.973 17.713 -0.63
H 15.520 14.774 14.382 0.20
H 16.872 14.274 15.502 0.21
H 15.338 13.754 15.706 0.23
H 15.672 17.993 16.479 0.20
H 16.807 17.269 15.266 0.20
H 15.240 18.608 14.125 0.20
H 14.988 16.879 13.670 0.20
H 12.699 17.821 14.144 0.20
H 13.026 18.495 15.634 0.22
H 11.383 15.949 17.309 0.24
H 10.962 17.344 16.056 0.19
H 11.972 17.456 17.440 0.26
H 11.673 15.652 14.311 0.19
H 12.196 14.435 15.434 0.23
H 13.266 14.898 14.192 0.19
H 16.220 15.042 18.279 0.22
H 17.152 16.252 17.165 0.20
H 15.985 16.847 18.307 0.22
H 13.303 14.998 18.206 0.38
```


- What is the molecular weight in the fourth record?
  338.21 g mol⁻¹


- What is the molecular weight in the third record?
  145.79 g mol⁻¹